Entry from the OMol25 dataset: a structure of composition C26H44BrCl2N7O4PSTi at a distorted geometry (ωB97M-V/def2-TZVPD).

Structure (XYZ):
```
87
Properties=species:S:1:pos:R:3:forces:R:3:lowdin_charge:R:1
Ti 0.09364 -0.42323 -0.18109 0.8 -0.3 0.5 0.787
Cl 0.96177 -2.79755 -0.79827 0.1 -0.2 0.0 0.869
C 2.54099 -3.03839 -0.06683 -0.1 0.0 -0.1 -0.592
C 3.22359 -4.20724 -0.33344 0.0 0.0 0.0 -0.071
C 4.46588 -4.37087 0.26085 0.0 0.0 0.0 -0.028
C 4.98423 -3.38455 1.08778 0.0 0.0 0.0 -0.064
C 4.26748 -2.22329 1.32912 0.1 0.0 0.1 -0.669
Cl 4.94256 -1.02302 2.36634 0.0 0.0 0.0 0.735
C 3.01133 -2.01894 0.74767 0.0 0.0 0.0 -0.652
S 2.11403 -0.53858 1.05867 -0.2 0.1 -0.1 0.756
H 2.80205 -4.96639 -0.97725 0.0 0.0 0.0 0.123
H 5.03269 -5.27326 0.07833 0.0 0.0 0.0 0.130
H 5.95212 -3.50966 1.55338 0.0 0.0 0.0 0.126
O 3.34900 2.13784 -4.93502 0.0 -0.1 0.1 0.158
C 2.71666 1.52643 -3.94816 0.1 0.1 -0.2 -0.279
C 3.27026 0.51999 -3.15228 0.0 0.0 0.0 0.056
C 2.50576 -0.01758 -2.15266 -0.1 -0.1 0.1 -0.120
N 1.23076 0.35037 -1.88317 -0.1 0.3 -0.3 -0.094
C 0.71918 1.31189 -2.68008 0.0 -0.2 0.0 -0.696
Br -1.07072 1.83347 -2.41483 -0.1 0.1 -0.1 0.950
C 1.40106 1.92544 -3.69769 0.0 0.0 0.0 -0.022
H 4.25067 1.81014 -5.06231 0.0 0.0 0.0 0.150
H 4.28116 0.16594 -3.30533 0.0 0.0 0.0 0.142
H 2.92256 -0.78790 -1.52079 0.0 0.0 0.0 0.086
H 0.93927 2.69141 -4.30386 0.0 0.0 0.0 0.135
C 1.97318 3.36913 3.09288 0.0 -0.1 0.0 -0.047
N 1.01453 2.36584 2.60450 0.0 0.1 0.2 -0.287
C 0.62221 1.37718 3.61267 0.0 0.0 0.0 -0.075
P 0.09266 2.60939 1.30463 -0.1 -0.4 -0.2 0.599
O -0.09007 1.20785 0.57899 -0.1 0.3 0.0 -0.441
N 0.82479 3.59335 0.25752 0.2 0.2 0.0 -0.283
C 0.41259 4.99017 0.06400 0.0 0.0 -0.1 -0.044
C 2.19620 3.29827 -0.18167 -0.1 0.0 -0.1 -0.063
N -1.40394 3.06490 1.70780 -0.2 0.2 0.1 -0.282
C -1.59818 4.04325 2.79576 0.0 -0.1 0.0 -0.047
C -2.53387 2.97355 0.77569 0.0 0.0 0.1 -0.073
H 2.94848 2.90691 3.24331 0.0 0.0 0.0 0.105
H 1.62937 3.78051 4.04343 0.0 0.0 0.0 0.099
H 2.07814 4.18537 2.38405 0.0 0.0 0.0 0.074
H 1.49721 0.80508 3.92112 0.0 0.0 0.0 0.094
H -0.11707 0.69059 3.20283 0.0 0.0 0.0 0.062
H 0.19383 1.87412 4.48614 0.0 0.0 0.0 0.102
H -0.61304 5.13870 0.38855 0.0 0.0 0.0 0.071
H 0.47104 5.23643 -0.99585 0.0 0.0 0.0 0.100
H 1.06408 5.67050 0.61627 0.0 0.0 0.0 0.101
H 2.44660 2.25296 -0.00200 0.0 0.0 0.0 0.061
H 2.91649 3.92336 0.34926 0.0 0.0 0.0 0.098
H 2.28135 3.50698 -1.24871 0.0 0.0 0.0 0.092
H -0.70679 4.12059 3.41328 0.0 0.0 0.0 0.078
H -2.42548 3.71713 3.42448 0.0 0.0 0.0 0.101
H -1.83148 5.03083 2.39545 0.0 0.0 0.0 0.098
H -2.51469 2.02190 0.24909 0.0 0.0 0.0 0.046
H -2.53737 3.79088 0.05090 0.0 0.0 0.0 0.091
H -3.45437 3.02580 1.35501 0.0 0.0 0.0 0.101
C -3.57638 -1.74874 -0.19246 -0.1 0.0 -0.1 0.007
N -3.27820 -2.02184 -1.59396 -0.1 0.0 0.0 -0.042
C -4.27171 -2.75661 -2.39796 0.0 0.0 0.1 -0.102
C -4.19356 -2.28426 -3.83298 0.0 0.0 0.0 -0.127
C -2.78942 -2.49912 -4.34574 0.1 0.0 0.1 -0.110
N -1.79489 -1.97865 -3.38390 0.0 0.0 0.0 -0.036
C -0.45850 -1.77892 -3.93714 -0.1 0.0 0.0 -0.002
C -2.09588 -1.72040 -2.11643 0.3 0.2 0.1 -0.394
O -1.20957 -1.14022 -1.34840 -0.3 0.0 -0.2 -0.254
H -4.65720 -1.71962 -0.08243 0.0 0.0 0.0 0.107
H -3.16574 -0.78833 0.10500 0.0 0.0 0.0 0.079
H -3.17751 -2.52774 0.45867 0.0 0.0 0.0 0.102
H -5.24913 -2.55412 -1.96757 0.0 0.0 0.0 0.133
H -4.08252 -3.82984 -2.31829 0.0 0.0 0.0 0.146
H -4.45953 -1.22644 -3.88199 0.0 0.0 0.0 0.134
H -4.89964 -2.83263 -4.45351 0.0 0.0 0.0 0.139
H -2.62599 -1.97531 -5.28684 0.0 0.0 0.0 0.140
H -2.58063 -3.55795 -4.51261 0.0 0.0 0.0 0.144
H -0.40569 -0.84006 -4.49020 0.0 0.0 0.0 0.103
H -0.25779 -2.59942 -4.62433 0.0 0.0 0.0 0.114
H 0.29119 -1.79231 -3.15657 0.0 0.0 0.0 0.035
C -2.60792 -1.50743 3.50026 0.1 -0.1 0.0 0.021
N -1.29566 -2.14556 3.37964 0.0 -0.1 0.1 -0.126
C -0.87867 -3.00672 4.49805 -0.1 0.1 -0.1 0.023
C -0.51897 -1.97356 2.35434 0.1 0.0 -0.2 -0.248
O -0.82597 -1.27015 1.34082 -0.4 -0.2 0.2 -0.215
H -2.64302 -0.96084 4.44116 0.0 0.0 0.0 0.111
H -3.37966 -2.27592 3.51147 0.0 0.0 0.0 0.115
H -2.76563 -0.82847 2.66920 0.0 0.0 0.0 0.083
H -1.59121 -3.82193 4.60669 0.0 0.0 0.0 0.113
H -0.86120 -2.41850 5.41334 0.0 0.0 0.0 0.110
H 0.11081 -3.41078 4.30258 0.0 0.0 0.0 0.103
H 0.45094 -2.47159 2.38367 0.0 0.0 0.0 0.144
```
Positions in Å, forces in eV/Å.

Results
Relative energy (zero: lowest compared OMol25 entry of this formula, charge and spin) in eV: 0.000
Net charge: +3
E_LUMO in hartree: -0.3294
Gap between HOMO and LUMO in eV: 6.920
HOMO level in eV: -15.9
DFT total energy in Eh: -6784.20049

Entry from the OMol25 dataset: a structure of composition C11H5Cl5Sn at a distorted geometry (ωB97M-V/def2-TZVPD).

Structure (XYZ):
```
22
Properties=species:S:1:pos:R:3:forces:R:3:lowdin_charge:R:1
Sn 9.35224 2.82832 10.42567 1.2 0.6 -1.5 1.443
C 5.13310 3.67004 12.32443 -5.0 1.5 5.0 0.068
C 5.00075 3.99676 13.69314 -2.0 -0.2 -4.2 0.024
C 6.27949 4.02619 14.31505 1.6 0.1 -0.2 0.186
C 7.26057 3.71704 13.32308 -0.4 -0.6 -2.1 -0.023
C 6.51571 3.55872 12.12884 5.5 -0.3 0.8 -0.011
H 4.30092 3.63652 11.61312 0.6 0.0 0.2 0.157
H 4.18129 4.45555 14.17975 -1.1 -0.2 0.3 0.127
H 6.36284 4.35400 15.36063 0.5 -0.3 -0.4 0.174
H 8.33189 3.60414 13.40438 -0.2 0.1 0.3 0.092
H 6.92075 3.44188 11.11263 -0.2 0.1 0.6 0.021
Cl 7.20833 3.73529 7.85000 0.5 -0.1 0.2 0.685
C 8.90954 3.94266 7.51243 0.2 0.3 2.1 -0.717
C 9.83898 3.85680 8.57869 -1.9 -1.2 0.7 -0.501
C 11.16872 3.99970 8.31452 0.9 -0.3 0.6 -0.735
Cl 12.28823 3.65812 9.61805 -0.5 0.1 0.3 0.700
C 11.65604 4.27994 7.06685 0.8 0.9 -0.4 -0.679
Cl 13.29889 4.76800 6.87089 -0.4 -0.5 -0.2 0.768
C 10.73624 4.32500 6.01990 0.5 0.4 -0.3 -0.672
Cl 11.26379 4.49316 4.42598 0.2 0.2 -0.1 0.825
C 9.37089 4.25236 6.28360 -1.4 -0.6 -2.4 -0.660
Cl 8.22477 4.29671 4.95717 0.6 0.2 0.6 0.728
```
Positions in Å, forces in eV/Å.

Results
Relative energy (zero: lowest compared OMol25 entry of this formula, charge and spin) in eV: 0.601
Net charge: +2
E_LUMO in hartree: -0.4313
Gap between HOMO and LUMO in eV: 3.385
HOMO level in eV: -15.1
DFT total energy in Eh: -2936.59228

Entry from the OMol25 dataset: the ion C8H10N3 with charge +1 at a distorted geometry (ωB97M-V/def2-TZVPD).

Structure (XYZ):
```
21
Properties=species:S:1:pos:R:3:forces:R:3:lowdin_charge:R:1
C 2.20085 -1.43425 -0.03545 0.0 -0.1 0.0 -0.043
C 2.86653 -0.21297 0.08062 -0.3 -0.1 0.0 -0.020
C 0.83218 -1.47296 -0.09233 -0.1 0.1 0.1 -0.012
C 2.15358 0.96007 0.13247 -0.3 0.1 -0.2 0.015
C 0.05588 -0.29376 -0.03195 0.9 0.3 -0.2 -0.112
C 0.75532 0.94502 0.03949 0.4 -1.5 -0.5 -0.195
C -1.37012 -0.39149 0.02797 -0.5 -0.5 -0.4 -0.225
C -2.20286 0.48732 0.88035 -0.2 0.2 0.2 0.011
N 0.10154 2.13255 0.11046 0.3 0.7 1.8 -0.022
N -0.61118 2.73603 -0.64604 -1.1 1.1 -0.9 0.158
N -1.97659 -1.35899 -0.62454 0.2 0.3 0.3 0.241
H 2.75664 -2.35688 -0.05411 0.1 -0.1 0.0 0.120
H 3.94119 -0.19090 0.14325 0.2 0.0 0.0 0.124
H 0.33280 -2.42989 -0.08433 0.0 -0.1 0.0 0.120
H 2.65055 1.91349 0.20293 0.1 0.1 0.1 0.128
H -2.75108 -0.13340 1.59194 0.0 -0.1 0.0 0.116
H -2.95114 1.02117 0.29347 0.0 0.1 -0.1 0.112
H -1.60932 1.20430 1.43969 0.0 0.0 0.0 0.091
H -1.46708 -1.98682 -1.23062 0.0 0.1 0.0 0.143
H -0.73407 2.36324 -1.60565 0.4 -0.7 -0.2 0.096
H -2.97359 -1.50087 -0.53763 0.0 0.0 0.0 0.153
```
Positions in Å, forces in eV/Å.

Results
Relative energy (zero: lowest compared OMol25 entry of this formula, charge and spin) in eV: 0.498
SMILES: [H]/N=N\c1ccccc1C(C)=[NH2+]
Net charge: +1
E_LUMO (spin up / spin down) in hartree: -0.1825 / -0.1825
Gap between HOMO and LUMO (spin up / spin down) in eV: 7.511 / 7.511
HOMO level (spin up / spin down) in eV: -12.5 / -12.5
DFT total energy in Eh: -474.80934

Entry from the OMol25 dataset: a structure of composition C15H9Cl2NO7SZr at a distorted geometry (ωB97M-V/def2-TZVPD).

Structure (XYZ):
```
36
Properties=species:S:1:pos:R:3:forces:R:3:lowdin_charge:R:1
Zr -0.53700 0.35499 -0.96162 0.4 0.0 0.1 1.520
O 5.47525 0.70750 0.61278 0.0 -0.2 -0.2 0.098
C 4.19554 0.66569 0.19370 0.3 0.0 0.1 -0.257
C 3.81999 0.03722 -0.99708 0.2 -0.1 0.0 0.093
C 2.49169 0.06434 -1.32820 -0.2 0.2 0.1 -0.169
N 1.60476 0.67801 -0.55384 0.5 -0.2 0.2 -0.065
C 1.94612 1.26153 0.59327 -0.1 0.0 -0.2 -0.178
C 3.25021 1.29256 1.00554 0.1 0.0 0.1 0.106
C 0.74794 1.85607 1.31121 -0.4 -0.2 -0.4 -0.551
O 0.86704 2.43858 2.35095 0.0 0.1 0.2 0.134
O -0.36850 1.64699 0.62751 0.7 0.7 0.6 -0.253
C 1.85264 -0.54413 -2.56145 -0.6 0.3 0.2 -0.523
O 2.48854 -1.13626 -3.38415 0.1 -0.1 -0.2 0.135
O 0.54136 -0.30478 -2.57808 1.0 -0.4 -0.4 -0.263
H 6.04659 0.22951 -0.00624 -0.1 0.1 0.1 0.125
H 4.52966 -0.46802 -1.64126 0.0 0.0 0.0 0.139
H 3.52893 1.77308 1.93287 0.0 0.0 0.0 0.146
O -2.65838 0.79524 -0.45752 -0.3 -0.2 0.4 -0.075
C -2.62956 -0.46557 -0.34976 -0.7 -0.3 0.1 -0.637
O -2.01362 -1.10763 -1.27351 -0.7 -0.3 -0.1 -0.163
C -2.85653 -1.17700 0.93348 0.0 0.1 -0.2 -0.165
C -4.08626 -1.26693 1.56316 0.0 -0.1 0.0 -0.022
C -4.18815 -1.94077 2.76912 0.1 0.0 0.0 -0.082
C -3.04266 -2.48905 3.33132 0.0 0.0 0.0 -0.079
C -1.80639 -2.35568 2.71610 0.1 0.0 0.0 -0.109
C -1.67676 -1.68892 1.50028 0.1 -0.1 -0.1 -0.530
S -0.03385 -1.46934 0.79861 -0.4 0.1 0.2 0.672
H -4.95969 -0.82103 1.10284 0.0 0.0 0.0 0.121
H -5.14428 -2.03389 3.26596 0.0 0.0 0.0 0.102
H -3.10770 -3.01840 4.27377 0.0 0.0 0.0 0.104
H -0.91825 -2.75963 3.18618 0.0 0.0 0.0 0.101
Cl 0.05181 2.81952 -2.18730 -0.1 0.4 -0.3 0.653
C -0.62463 2.29842 -3.76175 0.0 0.0 0.1 -0.875
Cl -1.93065 1.16507 -3.44784 -0.2 0.1 -0.3 0.668
H 0.15908 1.79344 -4.30903 0.1 0.0 0.0 0.041
H -1.01429 3.16926 -4.27001 0.0 0.1 0.0 0.040
```
Positions in Å, forces in eV/Å.

Results
Relative energy (zero: lowest compared OMol25 entry of this formula, charge and spin) in eV: 0.033
E_LUMO in hartree: -0.0235
Gap between HOMO and LUMO in eV: 7.255
HOMO level in eV: -7.9
DFT total energy in Eh: -2524.30810

Among the records above, which one has the highest DFT total energy? C8H10N3

DFT total energy of number 4 (C15H9Cl2NO7SZr)? -2524.30810 Eh